A molecular structure, C38H41IMoN5O2. Source: the Open Molecules 2025 dataset; level of theory: ωB97M-V/def2-TZVPD.

The calculation puts the energy relative to the best compared isomer or geometry (same formula, charge and spin) at 120.90 kJ/mol. As for the expectation value of S²: 2.04.

Geometry as ORCA input:
```
! wB97M-V def2-TZVPD RIJCOSX def2/J DEFGRID3
* xyz 3 3
H 1.672 -2.106 -2.565
N -1.267 1.177 1.678
C -2.591 1.239 1.910
H 6.289 2.818 -1.705
H 1.124 4.065 -2.630
C -3.771 -2.863 -2.136
N 0.512 1.382 -0.851
H 2.488 1.478 -4.415
C 3.705 1.212 0.685
C -4.841 -1.827 -4.022
H -2.181 -2.193 2.691
H 3.181 -0.407 1.947
C -0.356 -2.605 1.569
C -3.293 0.118 1.283
H -5.689 0.116 -3.666
C -4.063 -1.754 -1.354
H 3.823 2.132 3.091
H 6.387 0.393 -1.227
H -0.041 -2.547 -2.519
H 4.244 -2.529 1.712
H 3.396 -2.250 3.253
C 2.872 0.618 1.794
H -2.198 -3.703 1.764
C -1.574 -3.033 2.350
C 1.937 2.026 -2.454
C -3.672 -1.757 0.103
C 5.609 1.004 -0.788
C -4.760 -0.681 -1.910
O 1.758 2.146 3.212
C 3.016 1.409 3.113
N -2.651 -0.712 0.536
H -3.260 -3.718 -1.704
H -5.801 -1.342 0.504
N 1.560 1.030 -1.642
C 4.562 3.146 -0.471
C -1.566 0.077 -1.662
H -5.150 -1.858 -5.058
C -0.471 1.930 2.447
C 0.222 2.655 -1.187
C 0.946 1.559 2.366
C 3.646 2.573 0.396
H -2.083 1.032 -1.568
H -5.011 0.187 -1.306
H -0.554 4.009 0.281
C 2.065 -2.349 0.169
C -4.860 -1.428 1.035
C -3.169 2.146 2.769
O -4.536 -0.104 1.584
C 5.553 2.363 -1.055
H 1.976 0.115 -1.585
N 1.378 0.644 1.582
H 3.004 -2.346 -0.375
C 3.359 -2.774 2.297
H 1.200 -3.743 -2.157
H 3.734 1.130 -3.208
H 0.875 -2.692 3.309
C 2.084 -2.502 1.553
C 1.107 3.093 -2.165
H 4.774 -0.620 0.332
H 3.099 0.784 4.000
H -4.242 2.139 2.909
C 4.686 0.432 0.081
H -3.946 -3.774 -4.071
C 0.920 -2.693 -2.036
C -0.353 -2.510 0.144
C -0.896 3.440 -0.586
C -4.161 -2.900 -3.471
I -0.804 0.060 -3.642
H -1.208 -2.886 -0.408
H -4.966 -2.105 1.880
H -1.732 2.810 -0.284
Mo -0.496 -0.170 0.246
C 0.872 -2.405 -0.561
H -1.267 4.159 -1.314
H -2.751 3.764 4.130
H 2.902 3.206 0.872
C -2.336 3.022 3.459
H -2.290 -0.714 -1.717
H 3.448 2.793 -3.739
H 4.522 4.208 -0.673
C 2.969 1.845 -3.506
H -0.267 3.454 3.925
C 0.864 -2.544 2.234
C -5.141 -0.715 -3.239
C -0.962 2.873 3.334
H -3.261 -2.732 0.340
H -1.262 -3.579 3.238
H 3.409 -3.841 2.527
*
```



A molecular structure, C38H42AsF6NO5P2S5SbSiTi in a non-equilibrium geometry. Source: the Open Molecules 2025 dataset; level of theory: ωB97M-V/def2-TZVPD.

The calculation puts the energy relative to the best compared isomer or geometry (same formula, charge and spin) at 625.64 kJ/mol.

Geometry as ORCA input:
```
! wB97M-V def2-TZVPD RIJCOSX def2/J DEFGRID3
* xyz -1 1
C 0.894 -1.735 2.907
C 5.508 1.886 -2.577
C -1.953 -0.973 2.861
O -2.381 -4.545 -0.300
C -2.927 -1.681 4.946
H -4.145 1.887 2.086
F -3.178 -2.921 -3.536
As -0.283 -0.442 2.043
H 0.194 5.248 -0.198
C 1.780 -3.304 -5.703
H 1.631 4.406 4.592
H -5.115 -2.047 2.388
H 0.469 -1.655 -5.334
N -3.219 -2.114 -0.981
H 3.648 -2.201 -2.519
H 2.298 3.128 -1.317
H -3.707 4.278 -0.221
C 2.113 -1.350 3.456
C -4.020 -0.197 -2.865
H -4.943 -2.410 4.829
O -1.069 -2.580 0.016
C 2.993 0.614 -2.612
S 0.809 -5.527 0.921
H -1.930 4.983 1.430
S -0.468 -3.360 -2.408
H -2.840 -1.854 6.011
H -0.488 3.420 5.387
C -1.287 4.189 1.037
C 3.557 -3.611 -4.123
C -4.108 -1.993 4.282
H -0.529 -3.325 2.654
C 1.989 -1.780 -3.819
H -0.912 -0.982 4.743
C 0.266 1.171 2.975
C -3.131 -1.275 2.201
H 2.774 1.533 -4.539
C 1.961 2.883 3.114
C 0.337 3.963 -2.867
F -4.514 1.016 -2.587
C 3.106 -2.509 -3.406
H -0.549 4.252 -3.436
H 4.428 -4.158 -3.782
C -3.417 2.691 2.221
H 0.678 0.510 -3.879
C 1.112 -3.901 3.904
H -1.344 1.340 4.384
C 1.254 3.498 4.139
H 6.483 2.359 -2.569
C -3.185 -3.916 -2.590
F -5.043 -1.019 -3.027
H -3.002 3.201 -1.456
H -2.900 2.526 3.166
H 2.518 -0.368 3.266
C 4.661 2.039 -3.665
H 2.010 1.242 1.731
C 2.890 -4.017 -5.270
H 1.637 3.419 0.314
H 1.669 1.782 -0.369
H 0.925 4.856 -2.639
H 0.732 -4.905 4.036
C 3.422 1.411 -3.676
C 1.531 2.835 -0.600
F -3.339 -0.098 -4.002
C 3.859 0.481 -1.524
C -4.206 -1.789 2.916
H -3.941 3.649 2.255
F -4.473 -4.092 -2.250
H 4.967 2.643 -4.512
Sb 1.508 -4.236 -0.788
H -1.412 5.116 -0.920
H 2.862 -4.210 5.102
C 1.466 1.727 2.534
P -2.226 2.598 0.795
H -4.313 2.615 -0.439
H 3.562 -0.130 -0.680
P -0.163 3.075 -1.320
O -3.164 0.324 -0.483
C 0.393 -3.009 3.123
H 3.774 -1.950 4.658
C -0.425 1.777 4.015
C 0.065 2.941 4.588
S -2.884 -0.708 -1.449
O -0.174 0.063 0.420
H 0.934 3.284 -3.477
C -1.848 -1.184 4.239
C -0.666 4.584 -0.324
Si 1.316 -0.310 -2.788
Ti -0.198 -1.187 -0.887
H 1.251 -3.614 -6.597
H 5.755 0.975 -0.648
S 1.858 -1.939 0.051
O -1.541 -0.606 -2.113
S -2.046 -3.354 -1.042
F -2.798 -5.027 -3.238
H -0.498 4.003 1.773
C 2.313 -3.517 4.476
C -3.427 3.247 -0.453
H 2.893 3.309 2.763
H 3.241 -4.876 -5.830
H -3.224 -1.137 1.140
C 5.101 1.105 -1.504
C 2.822 -2.246 4.236
C 1.339 -2.202 -4.983
*
```



A molecular structure, C38H42FIrN2O5P2S in a non-equilibrium geometry. Source: the Open Molecules 2025 dataset; level of theory: ωB97M-V/def2-TZVPD.

The calculation puts the energy relative to the best compared isomer or geometry (same formula, charge and spin) at 10.90 kJ/mol.

Geometry as ORCA input:
```
! wB97M-V def2-TZVPD RIJCOSX def2/J DEFGRID3
* xyz 2 1
C -3.731 4.776 -0.823
H 0.394 -0.042 4.460
C -2.917 1.089 4.527
H -0.227 -4.454 1.645
H 3.582 -3.262 -2.019
H 0.631 3.170 0.389
H 4.353 -3.445 -4.338
H 0.294 4.824 0.865
H -3.462 1.852 5.078
C 2.408 -0.299 -3.222
O -0.149 3.836 -2.400
C -2.354 -1.804 1.459
C 2.848 -0.413 -4.531
H 1.172 1.997 4.017
O -2.731 6.822 -0.128
C 4.412 2.055 0.790
C 4.738 -0.682 0.377
S -0.319 1.004 2.473
H 0.816 -4.411 -0.211
O -1.211 1.427 -0.579
O -0.658 0.186 -2.283
C -1.446 1.073 4.934
F -4.881 5.056 -0.223
C -1.794 -4.023 3.032
H 1.901 1.653 2.446
H -0.001 -2.644 -3.284
H -0.709 6.008 -1.311
H -2.582 -0.936 0.847
H -0.886 3.560 1.188
C -0.586 0.178 4.036
H -3.044 1.299 3.462
H 1.905 -2.492 1.263
H -1.046 2.092 4.942
C 0.832 3.566 2.537
N -2.346 3.348 -2.113
C 5.631 1.448 1.052
C -1.771 -3.532 -4.085
C -3.068 -3.960 -3.825
C -1.246 4.173 -1.993
C -2.664 5.777 -0.712
H 1.819 4.031 2.549
C 2.141 -2.680 0.212
H 4.293 3.121 0.932
H -3.260 -3.257 -0.523
H -3.386 0.128 4.742
H 3.880 -1.639 -5.954
H -3.943 -1.408 2.839
C -1.524 -2.931 -1.769
C 3.350 1.291 0.328
C 5.794 0.084 0.844
H -1.493 2.220 -3.643
H 1.861 0.588 -2.918
H 2.410 1.771 0.085
C -2.839 -3.329 -1.516
P -0.469 -2.358 -0.452
H -3.668 -4.372 -4.625
H 6.750 -0.384 1.039
C 3.504 -0.078 0.134
C -1.311 -2.665 1.105
H -4.614 -4.182 -2.353
H 2.656 0.384 -5.236
C 1.019 -3.391 -0.536
H -3.029 1.594 -3.027
H -3.458 -3.401 4.228
H -1.344 0.703 5.954
O 0.319 -0.163 1.624
H 0.245 4.071 3.305
C -3.553 3.637 -1.485
Ir 0.126 -0.220 -0.410
H -1.363 -3.607 -5.084
H 1.268 -3.450 -1.596
C -3.124 -2.067 2.579
C -1.300 1.193 -1.831
C -1.029 -3.773 1.898
C -2.094 2.078 -2.746
N -1.489 5.366 -1.361
C 3.800 -2.568 -4.026
P 2.193 -1.055 -0.598
H -1.089 -0.757 3.789
C 3.541 -1.548 -4.931
H -1.575 -4.886 3.646
C 1.038 2.101 2.941
C -1.000 -3.007 -3.065
H 6.466 2.042 1.401
C -3.602 -3.853 -2.549
C 3.365 -2.460 -2.714
C 0.181 3.785 1.172
H 3.081 -3.231 0.183
C -2.845 -3.182 3.363
H -4.341 2.902 -1.567
H 4.889 -1.739 0.196
C 2.663 -1.324 -2.309
*
```



A molecular structure, C38H43AuN5P2Se. Source: the Open Molecules 2025 dataset; level of theory: ωB97M-V/def2-TZVPD.

For the calculated total energy, the calculation gives -4967.10983 hartree. As for the expectation value of S²: 2.04.

Geometry as ORCA input:
```
! wB97M-V def2-TZVPD RIJCOSX def2/J DEFGRID3
* xyz 1 3
C -0.627 -2.515 4.712
C 3.070 0.310 1.986
H 0.383 0.687 4.241
P 2.377 1.445 0.707
N -0.106 0.313 1.617
C 0.500 -3.488 0.139
H 3.212 4.557 -0.673
C 1.629 1.191 -3.548
N 0.129 1.267 -1.590
H -0.098 -2.274 -5.140
C -1.602 -3.096 -6.429
C -3.432 -4.006 -7.789
H 0.219 5.495 2.629
H -3.554 -1.989 1.936
H -3.813 -4.739 0.509
H 5.287 3.834 0.362
H -2.110 -5.171 0.430
C -0.007 1.685 1.931
H 1.350 -2.797 0.118
C -0.668 -1.932 2.365
C -0.268 -0.611 2.645
H -0.910 -3.371 -7.214
C 0.020 -0.301 3.989
C -3.868 -3.005 -5.592
C 4.632 3.164 0.922
H 3.560 0.231 4.068
Au -0.529 -0.338 -0.316
H 4.223 1.804 -0.677
H 5.265 2.436 1.425
H 2.639 1.676 3.650
H 4.647 -1.139 2.196
H 5.042 0.137 1.047
H 0.246 -3.294 -2.018
H 4.118 3.755 1.681
H 1.922 3.441 -1.101
H -4.573 -2.316 0.528
H 3.416 3.450 -2.024
C -3.572 -2.020 0.845
H -2.595 -3.033 -0.782
H -3.387 -1.012 0.470
C 0.772 -4.583 1.174
N 2.735 0.636 -4.030
H 4.353 1.564 3.235
H -4.921 -3.207 -5.735
C -1.571 -1.571 -3.035
C -3.415 -2.403 -4.433
H 1.033 -4.176 2.148
C 1.093 2.432 1.471
N -3.806 -4.530 -8.740
H -1.190 -3.863 3.161
H -0.595 -4.687 -1.320
H -1.842 1.761 3.040
C 3.005 3.545 -1.020
C 0.779 2.081 -4.228
H 2.242 -0.375 2.174
H -0.083 -5.252 1.289
C -2.961 -3.359 -6.589
C 0.306 -4.072 -1.261
H 3.911 -1.141 0.589
C 3.657 2.512 -0.071
C 3.424 1.002 3.307
Se 3.414 -0.411 -2.754
H 1.972 4.396 1.308
C -0.162 -1.231 4.991
H -2.795 -4.487 1.918
N 2.085 -0.020 -1.560
H -4.112 -2.123 -3.655
C 0.162 4.432 2.434
C -0.992 2.330 2.682
C -0.901 3.685 2.936
C -2.814 -4.441 0.829
H 1.161 -4.708 -1.493
C -0.363 2.538 -3.571
C 1.270 0.811 -2.189
H -1.672 4.173 3.518
H -1.034 3.230 -4.062
P -0.875 -2.374 0.641
C -1.151 -2.491 -5.271
C -2.550 -3.029 0.309
H 1.021 2.392 -5.236
H 0.070 -0.955 6.013
C -2.053 -2.148 -4.261
C -0.861 -2.859 3.398
C -1.170 -1.106 -1.997
C 4.235 -0.501 1.413
C -0.668 2.119 -2.299
H -0.786 -3.232 5.507
H 1.614 -5.183 0.826
C 1.148 3.812 1.693
H -1.558 2.465 -1.790
*
```



A molecular structure, C38H43BrCl3F10N2O2P2PbS2Si in a non-equilibrium geometry. Source: the Open Molecules 2025 dataset; level of theory: ωB97M-V/def2-TZVPD.

The calculation puts the energy relative to the best compared isomer or geometry (same formula, charge and spin) at 92.77 kJ/mol. As for the expectation value of S²: 0.76.

Geometry as ORCA input:
```
! wB97M-V def2-TZVPD RIJCOSX def2/J DEFGRID3
* xyz -2 2
C -3.824 -1.382 -2.368
Cl 3.380 -5.035 -2.208
H 0.377 2.431 -2.149
H -0.442 3.116 6.080
C -1.769 -2.145 -5.291
H -0.964 0.615 6.327
C 0.690 0.660 -5.110
C -1.195 -2.132 -3.990
H -4.182 4.951 1.801
C -1.476 1.294 -3.831
C 0.130 2.863 5.185
H -1.007 -5.289 -6.291
C -1.959 0.031 -3.410
H 1.809 -1.998 2.524
H 3.717 3.136 5.329
Cl 2.364 -5.108 0.857
H -3.041 4.963 3.158
H 0.000 1.454 3.555
H -2.957 -1.990 -2.105
C 3.716 -0.080 2.049
F 5.047 -1.475 -2.020
F 7.284 2.172 6.825
C 0.844 -2.410 2.264
C -4.703 -2.196 -3.328
S -4.302 0.376 4.209
H -5.513 -1.574 -3.717
C -3.135 4.813 2.081
H 0.120 0.520 -6.034
H -0.910 -2.840 -0.449
C 3.209 -0.607 1.079
C -3.317 -0.103 -3.017
H -5.144 -3.049 -2.804
H -3.852 3.198 -0.068
C -0.482 0.423 5.364
C -2.679 3.412 1.712
H -5.588 -0.701 -1.274
C 3.647 1.646 3.788
Pb 2.072 -1.399 -0.715
H 7.059 0.472 5.161
H 0.771 0.707 -2.357
H 2.685 1.958 3.402
C 0.015 -2.969 3.217
H -5.199 0.884 -2.802
H 6.027 -0.699 3.235
H 0.140 3.729 4.522
H -2.110 -3.220 -7.101
C -2.802 3.138 0.226
H 0.548 0.104 5.532
H 1.830 1.918 -3.048
C -0.550 -4.468 -4.361
H -4.056 -0.377 -0.441
F 4.258 0.648 -4.342
H -2.438 2.137 -0.006
H 1.670 1.068 -5.364
H 0.864 -0.310 -4.648
C -4.588 -1.093 -1.071
F 3.912 0.505 -2.077
C 6.060 2.628 6.486
H -4.393 3.045 -3.673
Cl 5.296 -3.932 0.186
S -1.741 0.111 1.984
N 0.499 -2.377 0.975
H 1.155 2.621 5.479
C -0.020 1.610 -4.142
N -1.098 -1.035 -3.241
C 5.531 0.146 3.693
C -0.678 -2.878 0.610
C -3.717 2.202 -3.597
F -0.175 -3.434 -2.310
C -2.380 2.345 -3.921
H -2.536 -3.772 1.186
H -2.224 -1.227 -5.644
F 5.299 2.558 7.607
C 4.221 2.300 4.860
P -2.843 1.229 3.199
H -4.710 -2.016 -0.499
F 5.419 -1.334 -4.283
Br 0.610 -3.062 5.006
C 0.784 1.685 -2.835
H -2.014 3.310 -4.255
C -1.222 -3.468 2.856
F 6.197 3.949 6.216
H -0.082 -5.363 -3.975
C 4.302 0.568 3.177
H -1.891 -3.876 3.601
H -2.525 5.556 1.562
H -0.025 2.602 -4.606
O -3.505 2.496 2.441
H -1.637 3.289 2.024
C 5.456 1.881 5.345
C -1.080 -4.421 -5.648
H -2.225 3.865 -0.351
C -1.571 -3.415 1.518
C -1.695 -3.256 -6.101
Si 3.353 -3.795 -0.530
C -0.513 1.670 4.497
C -0.616 -3.354 -3.565
C -4.169 0.985 -3.124
O -1.859 2.058 4.205
H -4.125 -2.576 -4.171
F 6.042 0.399 -2.916
C 6.106 0.800 4.768
F 3.284 -1.223 -3.447
H -1.024 -0.375 4.859
P 4.676 -0.411 -3.191
*
```



What did the third record say?
A molecular structure, C38H42FIrN2O5P2S in a non-equilibrium geometry. Source: the Open Molecules 2025 dataset; level of theory: ωB97M-V/def2-TZVPD.

The calculation puts the energy relative to the best compared isomer or geometry (same formula, charge and spin) at 10.90 kJ/mol.

Geometry as ORCA input:
```
! wB97M-V def2-TZVPD RIJCOSX def2/J DEFGRID3
* xyz 2 1
C -3.731 4.776 -0.823
H 0.394 -0.042 4.460
C -2.917 1.089 4.527
H -0.227 -4.454 1.645
H 3.582 -3.262 -2.019
H 0.631 3.170 0.389
H 4.353 -3.445 -4.338
H 0.294 4.824 0.865
H -3.462 1.852 5.078
C 2.408 -0.299 -3.222
O -0.149 3.836 -2.400
C -2.354 -1.804 1.459
C 2.848 -0.413 -4.531
H 1.172 1.997 4.017
O -2.731 6.822 -0.128
C 4.412 2.055 0.790
C 4.738 -0.682 0.377
S -0.319 1.004 2.473
H 0.816 -4.411 -0.211
O -1.211 1.427 -0.579
O -0.658 0.186 -2.283
C -1.446 1.073 4.934
F -4.881 5.056 -0.223
C -1.794 -4.023 3.032
H 1.901 1.653 2.446
H -0.001 -2.644 -3.284
H -0.709 6.008 -1.311
H -2.582 -0.936 0.847
H -0.886 3.560 1.188
C -0.586 0.178 4.036
H -3.044 1.299 3.462
H 1.905 -2.492 1.263
H -1.046 2.092 4.942
C 0.832 3.566 2.537
N -2.346 3.348 -2.113
C 5.631 1.448 1.052
C -1.771 -3.532 -4.085
C -3.068 -3.960 -3.825
C -1.246 4.173 -1.993
C -2.664 5.777 -0.712
H 1.819 4.031 2.549
C 2.141 -2.680 0.212
H 4.293 3.121 0.932
H -3.260 -3.257 -0.523
H -3.386 0.128 4.742
H 3.880 -1.639 -5.954
H -3.943 -1.408 2.839
C -1.524 -2.931 -1.769
C 3.350 1.291 0.328
C 5.794 0.084 0.844
H -1.493 2.220 -3.643
H 1.861 0.588 -2.918
H 2.410 1.771 0.085
C -2.839 -3.329 -1.516
P -0.469 -2.358 -0.452
H -3.668 -4.372 -4.625
H 6.750 -0.384 1.039
C 3.504 -0.078 0.134
C -1.311 -2.665 1.105
H -4.614 -4.182 -2.353
H 2.656 0.384 -5.236
C 1.019 -3.391 -0.536
H -3.029 1.594 -3.027
H -3.458 -3.401 4.228
H -1.344 0.703 5.954
O 0.319 -0.163 1.624
H 0.245 4.071 3.305
C -3.553 3.637 -1.485
Ir 0.126 -0.220 -0.410
H -1.363 -3.607 -5.084
H 1.268 -3.450 -1.596
C -3.124 -2.067 2.579
C -1.300 1.193 -1.831
C -1.029 -3.773 1.898
C -2.094 2.078 -2.746
N -1.489 5.366 -1.361
C 3.800 -2.568 -4.026
P 2.193 -1.055 -0.598
H -1.089 -0.757 3.789
C 3.541 -1.548 -4.931
H -1.575 -4.886 3.646
C 1.038 2.101 2.941
C -1.000 -3.007 -3.065
H 6.466 2.042 1.401
C -3.602 -3.853 -2.549
C 3.365 -2.460 -2.714
C 0.181 3.785 1.172
H 3.081 -3.231 0.183
C -2.845 -3.182 3.363
H -4.341 2.902 -1.567
H 4.889 -1.739 0.196
C 2.663 -1.324 -2.309
*
```



Which formula does entry 5 have? C38H43BrCl3F10N2O2P2PbS2Si